{
  "formula": "C6H5F3S",
  "method": "ωB97M-V/def2-TZVPD",
  "homo_energy_ev": [-9.2, -9.2],
  "fmax_ev_per_a": 4.2,
  "multiplicity": 1,
  "homo_lumo_gap_ha": [0.319, 0.319],
  "species": ["S", "F", "F", "F", "C", "C", "C", "C", "C", "C", "H", "H", "H", "H", "H"],
  "positions_angstrom": [[2.440, 2.210, -0.769], [2.368, -2.014, -0.104], [-0.478, -2.386, 0.050], [3.302, 0.778, 1.231], [-1.946, -0.125, -0.920], [-0.820, -0.083, 0.106], [2.592, 0.989, 0.166], [0.163, -1.205, 0.051], [-0.711, 0.896, 1.017], [1.455, -1.087, -0.123], [-2.758, -0.795, -0.642], [-2.367, 0.878, -0.983], [-0.164, 0.862, 1.875], [-1.533, 1.566, 0.904], [-1.543, -0.485, -1.859]],
  "lowdin_charge": [0.80, 0.08, 0.08, 0.03, -0.04, -0.29, -0.74, -0.28, 0.07, -0.05, 0.08, 0.08, 0.04, 0.06, 0.08]
}


{
  "formula": "C12H11BeBrCl3NO3",
  "method": "ωB97M-V/def2-TZVPD",
  "homo_energy_ev": -8.5,
  "fmax_ev_per_a": 0.1,
  "multiplicity": 1,
  "homo_lumo_gap_ha": 0.299,
  "species": ["Br", "Cl", "Cl", "Cl", "O", "O", "O", "N", "C", "C", "C", "C", "C", "C", "C", "C", "C", "C", "C", "C", "Be", "H", "H", "H", "H", "H", "H", "H", "H", "H", "H", "H"],
  "positions_angstrom": [[-6.016, -0.936, -1.239], [1.113, 5.867, 0.912], [-1.691, 5.294, 1.406], [-0.678, 5.339, -1.315], [0.384, 0.532, 2.496], [1.087, -0.315, 0.343], [2.265, 0.026, 3.619], [0.215, 2.415, 0.532], [-4.303, -0.441, -0.582], [2.197, -0.441, 1.288], [-2.338, -0.955, 0.671], [-0.304, 4.965, 0.371], [-3.787, 0.803, -0.893], [-0.003, 3.534, 0.460], [1.594, 0.071, 2.615], [-3.590, -1.332, 0.201], [-1.759, 0.292, 0.389], [2.593, -1.897, 1.402], [3.345, 0.453, 0.859], [-2.531, 1.146, -0.405], [-0.168, 0.603, 1.027], [1.366, -0.337, -0.577], [-1.800, -1.668, 1.289], [3.783, 0.102, -0.079], [-2.154, 2.131, -0.672], [3.008, 1.483, 0.734], [-4.355, 1.490, -1.506], [3.339, -2.001, 2.187], [-4.007, -2.301, 0.441], [1.728, -2.508, 1.663], [3.013, -2.259, 0.460], [4.111, 0.433, 1.631]],
  "lowdin_charge": [0.70, 0.65, 0.66, 0.64, 0.00, 0.00, 0.10, 0.30, -0.70, -0.46, -0.10, -1.61, -0.15, -0.28, -0.54, -0.14, -0.15, 0.00, 0.00, -0.12, 0.11, 0.15, 0.10, 0.09, 0.07, 0.09, 0.09, 0.10, 0.10, 0.10, 0.09, 0.10]
}


{
  "formula": "C18H29AlF9O3",
  "method": "ωB97M-V/def2-TZVPD",
  "charge": -1,
  "homo_energy_ev": -5.1,
  "fmax_ev_per_a": 2.1,
  "multiplicity": 1,
  "homo_lumo_gap_ha": 0.291,
  "species": ["Al", "F", "F", "F", "F", "F", "F", "F", "F", "F", "O", "O", "O", "C", "C", "C", "C", "C", "C", "C", "C", "C", "C", "C", "C", "C", "C", "C", "C", "C", "C", "H", "H", "H", "H", "H", "H", "H", "H", "H", "H", "H", "H", "H", "H", "H", "H", "H", "H", "H", "H", "H", "H", "H", "H", "H", "H", "H", "H", "H"],
  "positions_angstrom": [[0.161, -0.930, -0.064], [3.062, 3.238, 0.037], [3.395, 2.329, 1.925], [2.170, 4.982, 2.793], [4.099, 4.286, 1.525], [1.323, 4.878, 0.845], [-1.265, 3.723, 1.063], [1.003, 2.294, 3.181], [-1.123, 1.797, 1.984], [-0.078, 4.125, 3.161], [1.914, -2.606, -5.241], [1.435, -1.093, 3.203], [2.669, -2.302, -3.174], [-4.877, 0.019, -0.412], [1.045, 0.876, 0.303], [-0.308, -1.857, 1.717], [2.499, -1.938, -4.463], [3.132, -0.630, -4.874], [-0.407, 2.725, 1.323], [0.654, -3.381, 3.476], [0.136, 2.113, 0.073], [-4.095, -1.107, -1.132], [1.400, -2.227, -2.449], [1.801, 4.138, 1.845], [0.971, -2.242, 2.486], [-1.503, -0.835, -1.243], [-3.964, 1.257, -0.265], [0.622, 3.280, 2.380], [3.091, 3.437, 1.318], [1.610, -2.103, -0.946], [-2.715, -1.405, -0.477], [-3.292, 1.072, 0.567], [2.567, -1.584, -0.817], [1.450, 0.840, 1.313], [1.700, -3.085, -0.477], [-4.690, -2.019, -1.017], [-3.974, -0.862, -2.186], [1.871, 0.960, -0.404], [4.040, -0.428, -4.310], [-5.771, 0.249, -0.989], [0.794, -1.391, -2.804], [3.385, -0.675, -5.927], [-2.606, -2.491, -0.449], [-2.749, -1.068, 0.561], [0.787, -0.391, 3.073], [-1.331, -1.527, -2.076], [0.259, -2.989, 4.410], [-0.740, 1.771, -0.485], [1.765, -2.551, 1.804], [-4.535, 2.161, -0.046], [-0.890, -2.746, 1.465], [-3.398, 1.443, -1.171], [2.397, 0.151, -4.691], [-1.708, 0.138, -1.697], [-0.941, -1.204, 2.331], [-0.090, -4.032, 3.026], [0.852, -3.154, -2.624], [-5.113, -0.321, 0.597], [1.532, -4.001, 3.679], [0.573, 2.892, -0.551]],
  "lowdin_charge": [0.41, 0.21, 0.22, 0.17, 0.16, 0.17, 0.12, 0.16, 0.12, 0.14, 0.12, -0.07, -0.03, -0.25, -0.17, -0.18, -0.59, 0.01, -0.48, -0.07, -0.15, -0.23, -0.26, -0.36, -0.49, -0.22, -0.11, -0.36, -0.61, -0.19, -0.29, 0.06, 0.06, 0.03, 0.04, 0.09, 0.10, 0.05, 0.08, 0.09, 0.09, 0.08, 0.09, 0.08, 0.05, 0.04, 0.07, 0.09, 0.11, 0.07, 0.05, 0.06, 0.09, 0.03, 0.06, 0.06, 0.12, 0.10, 0.06, 0.11]
}


{
  "formula": "C2H5N2O2",
  "method": "ωB97M-V/def2-TZVPD",
  "charge": 1,
  "homo_energy_ev": -15.0,
  "fmax_ev_per_a": 3.4,
  "multiplicity": 1,
  "homo_lumo_gap_ha": 0.394,
  "species": ["O", "O", "N", "N", "C", "C", "H", "H", "H", "H", "H"],
  "positions_angstrom": [[1.017, -0.580, -0.565], [2.827, 0.704, -0.693], [-1.841, 0.889, 1.264], [-1.380, -1.153, -0.053], [1.565, 0.490, -0.513], [-1.619, -0.120, 0.665], [3.354, -0.034, -1.029], [-0.505, -1.589, -0.105], [0.906, 1.408, -0.233], [-2.027, -1.282, -0.832], [-2.296, 1.267, 2.094]],
  "lowdin_charge": [0.01, 0.15, 0.33, 0.25, -0.39, -0.11, 0.15, 0.10, 0.17, 0.18, 0.15]
}